(1)
An isolated molecule of C7H13N at a distorted geometry, computed with wB97M-V/def2-TZVPD.

The LUMO energy comes out at 1.1 eV. For the gap between HOMO and LUMO, the calculation gives 8.486 eV. For the energy above the lowest of the compared OMol25 structures with the same formula, charge and spin, the calculation gives 1.005 eV. As for the HOMO energy: -7.402 eV. The structure (SMILES) is C/C=C/C(=C/N)CC.

Geometry as ORCA input:
```
! RIJCOSX wB97M-V def2-TZVPD def2/J DEFGRID3
* xyz 0 1
C 1.52165 -3.02413 -0.74698
C 0.65304 -1.82804 -0.99631
C 0.67674 -0.78719 -0.15874
C -0.22410 0.35407 -0.17556
C -1.55139 0.15005 -0.23396
N -2.49863 1.15555 -0.25674
C 0.32217 1.73404 0.09194
C 0.24793 2.07828 1.60298
H 2.20171 -2.83421 0.08588
H 2.04178 -3.40329 -1.59853
H 0.93915 -3.87898 -0.39563
H -0.04118 -1.86398 -1.83012
H 1.50613 -0.79926 0.54835
H -1.95546 -0.85046 -0.32255
H -2.23695 2.06283 -0.59067
H -3.46775 1.00209 -0.06132
H 1.36438 1.78116 -0.22793
H -0.19244 2.50618 -0.47740
H 0.67076 3.06757 1.75895
H 0.81512 1.29256 2.08917
H -0.79265 2.08515 1.89517
*
```

---

(2)
An isolated molecule of C15H25BrFNO3SSi at a distorted geometry, computed with wB97M-V/def2-TZVPD.

The LUMO energy comes out at 0.4 eV. For the gap between HOMO and LUMO, the calculation gives 9.614 eV. For the energy above the lowest of the compared OMol25 structures with the same formula, charge and spin, the calculation gives 0.055 eV. As for the HOMO energy: -9.199 eV. The structure (SMILES) is C[C@H]([C@@H](O[Si](C)(C)C(C)(C)C)c1ccc(Br)cc1F)S(N)(=O)=O.

Geometry as ORCA input:
```
! RIJCOSX wB97M-V def2-TZVPD def2/J DEFGRID3
* xyz 0 1
C 0.93302 -2.33837 1.29578
C 1.71711 -1.26531 0.62430
C 0.98382 0.08742 0.62357
O -0.44563 -0.04260 0.36524
Si -1.33806 0.85533 -0.77986
C -0.10420 1.82311 -1.70219
C -2.56501 1.88962 0.24613
C -2.18308 -0.34741 -1.99885
C -3.09616 0.50853 -2.85970
C -1.17276 -1.07379 -2.90172
C -2.98530 -1.33295 -1.15908
C 1.24911 0.74108 1.91422
C 0.18670 1.19458 2.64959
C 0.37791 1.84072 3.84407
C 1.68569 2.05660 4.29754
Br 1.97069 2.96696 5.94119
C 2.75106 1.63226 3.55134
C 2.54856 1.00510 2.35799
F 3.64396 0.64518 1.63106
S 2.12612 -1.85527 -1.06131
N 3.67057 -2.54786 -0.83584
O 2.30076 -0.59372 -1.86145
O 1.20864 -2.98408 -1.43231
H 0.09154 -2.60162 0.64601
H 1.48401 -3.28938 1.29355
H 0.59925 -2.06952 2.28512
H 2.66012 -1.16486 1.14184
H 1.44327 0.72899 -0.13684
H 0.44265 2.56490 -1.07841
H 0.61428 1.09943 -2.14701
H -0.65731 2.32268 -2.48062
H -3.30115 1.19900 0.66196
H -3.03473 2.62224 -0.39467
H -2.06655 2.41762 1.04056
H -3.74096 -0.13587 -3.42804
H -2.51042 1.17977 -3.52383
H -3.77156 1.14175 -2.26001
H -1.63706 -1.70824 -3.69099
H -0.59250 -0.38102 -3.49599
H -0.49081 -1.71030 -2.33126
H -2.32294 -1.93472 -0.54332
H -3.58387 -1.96503 -1.83423
H -3.59689 -0.73038 -0.50371
H -0.79415 0.94318 2.30694
H -0.45074 2.04403 4.48687
H 3.74653 1.93234 3.84654
H 4.31303 -1.92556 -1.34641
H 3.69345 -3.44454 -1.26378
*
```

---

(3)
A structure of composition C14H19I2N5O4RhS at a distorted geometry, computed with wB97M-V/def2-TZVPD.

The LUMO energy (spin up / spin down) comes out at 2.3 / 1.7 eV. For the gap between HOMO and LUMO (spin up / spin down), the calculation gives 4.003 / 6.059 eV. For the energy above the lowest of the compared OMol25 structures with the same formula, charge and spin, the calculation gives 2.765 eV. As for the HOMO energy (spin up / spin down): -1.705 / -4.380 eV. Its expectation value of S² is 6.035.

Geometry as ORCA input:
```
! RIJCOSX wB97M-V def2-TZVPD def2/J DEFGRID3
* xyz -1 5
Rh 0.06856 -0.04998 0.00331
I -0.39169 -5.94856 0.07912
C -1.29822 -4.06419 0.02409
C -2.72637 -3.97914 -0.01800
C -3.30172 -2.70650 -0.05369
C -2.50569 -1.59159 -0.04880
N -1.13993 -1.69707 -0.00890
C -0.54862 -2.94164 0.02789
H -3.32848 -4.87615 -0.02148
H -4.37696 -2.58834 -0.08630
H -2.96035 -0.61517 -0.07754
H 0.53141 -2.99113 0.05949
N 2.45573 2.52196 -0.50404
C 2.54432 1.53769 0.41687
N 2.67219 1.94309 1.69022
S 2.49125 -0.08508 -0.01141
H 2.84103 3.42932 -0.29935
H 2.46207 2.23682 -1.47247
H 2.32927 2.85387 1.95282
H 2.61451 1.22610 2.39404
O 0.07681 -0.10367 1.70334
C -0.18650 5.18595 -0.25871
C -1.01873 5.08455 1.02021
C -1.92212 3.84894 1.07265
C -2.71073 3.84029 2.38624
C -3.64746 2.64053 2.53363
C -2.89756 3.92403 -0.08248
O -3.66450 4.87000 -0.17976
N -2.91396 2.93374 -1.00865
C -2.08169 1.81165 -0.98140
O -2.18453 0.98033 -1.85395
N -1.15819 1.65272 0.02695
C -1.03944 2.58833 1.02563
O -0.21291 2.45557 1.91642
H 0.42990 6.08636 -0.22560
H -0.82733 5.24781 -1.14033
H 0.47505 4.32310 -0.36426
H -1.63388 5.98222 1.10545
H -0.34279 5.06648 1.87684
H -3.30273 4.75531 2.45462
H -2.00960 3.83856 3.22207
H -4.39445 2.62588 1.73702
H -4.17241 2.69968 3.48763
H -3.08929 1.70217 2.51197
H -3.57399 3.00646 -1.76725
I 0.11264 -0.02400 -2.69205
*
```

---

(4)
An isolated molecule of C4H9NO2, computed with wB97M-V/def2-TZVPD.

The LUMO energy comes out at 0.9 eV. For the gap between HOMO and LUMO, the calculation gives 10.475 eV. For the energy above the lowest of the compared OMol25 structures with the same formula, charge and spin, the calculation gives 2.887 eV. As for the HOMO energy: -9.553 eV. The structure (SMILES) is C/N=C\OCCO.

Geometry as ORCA input:
```
! RIJCOSX wB97M-V def2-TZVPD def2/J DEFGRID3
* xyz 0 1
C 1.70199 -0.34480 -1.36732
N 1.87070 0.63082 -0.30066
C 1.22022 0.97753 0.71001
O -0.00528 0.57476 1.32851
C -1.20901 0.73243 0.58515
C -1.77840 -0.66367 0.31678
O -0.70828 -1.56355 0.16659
H 0.86627 -1.02632 -1.21260
H 1.59306 0.17148 -2.33195
H 2.63909 -0.91261 -1.45617
H 1.55876 1.70796 1.42649
H -1.90939 1.37129 1.14348
H -0.95950 1.22898 -0.35437
H -2.45163 -0.99918 1.11780
H -2.35022 -0.63837 -0.61170
H -0.07838 -1.24673 0.83998
*
```

---

(5)
A structure of composition C3H3Br2NO4 at a distorted geometry, computed with wB97M-V/def2-TZVPD.

The LUMO energy comes out at 0.2 eV. For the gap between HOMO and LUMO, the calculation gives 9.491 eV. For the energy above the lowest of the compared OMol25 structures with the same formula, charge and spin, the calculation gives 0.000 eV. As for the HOMO energy: -9.316 eV.

Geometry as ORCA input:
```
! RIJCOSX wB97M-V def2-TZVPD def2/J DEFGRID3
* xyz 0 1
C 1.11113 1.64494 0.51001
C -1.61104 -0.20019 0.82590
C 0.15144 -1.06519 -1.27165
N 0.98195 -0.56925 -0.41039
O 0.89741 1.31833 1.62490
O 1.17617 0.86345 -0.58131
O 1.57324 -1.13174 0.48397
O -1.65418 0.78899 0.15075
Br -0.13248 -2.90222 -1.19075
Br -0.59795 -0.04392 -2.61939
H 1.30072 2.66910 0.15097
H -1.06064 -0.24091 1.77927
H -2.13578 -1.13139 0.54773
*
```

---

(6)
A structure of composition C34H45N7Sc at a distorted geometry, computed with wB97M-V/def2-TZVPD.

The LUMO energy comes out at 2.2 eV. For the gap between HOMO and LUMO, the calculation gives 3.802 eV. As for the HOMO energy: -1.568 eV.

Geometry as ORCA input:
```
! RIJCOSX wB97M-V def2-TZVPD def2/J DEFGRID3
* xyz -1 1
Sc 0.41067 0.47261 -0.48774
N -4.14758 1.07301 -3.37906
N 1.83569 0.25944 -2.04806
C 0.53361 -0.48069 1.66834
C -0.22217 -1.31321 0.78926
C -1.57904 -0.76908 0.72753
C -2.71258 -1.47313 0.38840
H -2.61086 -2.44019 -0.09307
H -4.05861 -0.76185 -1.74628
H -3.68182 -1.01931 0.55697
C -1.53104 0.54317 1.35291
C -2.76631 1.32916 1.59165
H -3.50188 0.75022 2.16846
H -3.25831 1.57902 0.64314
H -2.58049 2.26075 2.14016
C -0.29137 0.66032 2.01746
C -0.03715 1.51007 3.22164
H -0.76963 2.32536 3.30921
H 0.97136 1.94934 3.21088
H -0.11868 0.90634 4.14401
C 0.14392 -2.65016 0.26973
H -0.09740 -3.42301 1.01337
H 1.21487 -2.72660 0.03696
H -0.41985 -2.87899 -0.64291
C 1.75342 -0.91747 2.41000
H 2.34813 -0.05535 2.74056
H 2.39055 -1.54085 1.76996
H 1.49980 -1.51595 3.30713
C -4.15325 2.01083 -4.31472
H -5.14265 2.39731 -4.62572
C -2.96510 2.54559 -4.86482
H -3.06062 3.37732 -5.55476
C -1.72787 2.00437 -4.48627
H -0.79851 2.43307 -4.86588
C -1.72271 0.88814 -3.66056
H -0.83616 0.28012 -3.48876
C -2.96866 0.43434 -3.08334
C -3.09294 -0.65559 -2.22471
H -2.31258 -1.40654 -2.17115
C 2.50953 0.10168 -0.86713
C 2.56081 -0.38119 -3.06301
H 2.25976 -0.35760 -4.09714
C 3.60811 -1.03365 -2.49366
H 4.30578 -1.75371 -2.90970
N 3.62091 -0.65095 -1.14413
C 4.52800 -1.00298 -0.12343
C 4.91757 -2.33771 0.09069
C 5.73812 -2.61168 1.19415
H 6.04584 -3.65080 1.35861
C 6.10238 -1.60930 2.09835
C 7.03253 -1.92157 3.24040
H 6.78364 -1.29570 4.10765
H 8.08353 -1.70774 2.98127
H 6.97044 -2.98095 3.53252
C 5.61035 -0.31296 1.92117
H 5.85244 0.44192 2.67358
C 4.81774 0.00230 0.81549
C 4.23976 1.36692 0.67895
H 4.43195 1.82604 -0.29569
H 4.66849 2.02266 1.44430
H 3.14929 1.35764 0.85381
C 4.38468 -3.45924 -0.73919
H 4.66389 -3.38446 -1.79582
H 3.29222 -3.57090 -0.66811
H 4.80610 -4.38932 -0.34487
C 0.46742 3.48756 0.69695
N 0.21283 2.75924 -0.57653
C 1.20896 3.20729 -1.60609
N 1.14481 4.67406 -1.82902
C 1.41721 5.32422 -0.51924
N 0.42944 4.94680 0.51338
C -0.92666 5.29836 0.02215
N -1.25331 4.61229 -1.25438
C -1.15995 3.15635 -1.04330
C -0.23582 5.00782 -2.25618
H 1.44784 3.19341 1.09927
H -0.32591 3.23560 1.40782
H 0.99955 2.69309 -2.55526
H 2.22210 2.96487 -1.25323
H 1.38150 6.41411 -0.64748
H 2.41702 5.01468 -0.17750
H -1.66064 4.99769 0.78487
H -0.96494 6.38286 -0.14448
H -1.37904 2.64700 -1.99254
H -1.89561 2.85488 -0.28598
H -0.30276 6.09582 -2.39347
H -0.44832 4.48447 -3.20294
*
```

---

Number 1: total energy -329.2345 Ha. Number 2: total energy -4228.6474 Ha. Number 3: total energy -2223.7896 Ha. Number 4: total energy -362.9794 Ha. Number 5: total energy -5619.6839 Ha. Number 6: total energy -2466.5199 Ha.